ORCA calculation (ωB97M-V/def2-TZVPD) on 2 unconnected molecules or ions with the total composition C3H8O4 in a non-equilibrium geometry.

Each atom is followed by the atoms it is bonded to, with distances in Å.
Geometry (Å):
1 C 0.00 0.00 0.00  O2 1.446, H7 1.103, H8 1.103, H9 1.103
2 O -0.95 0.93 0.57  C1 1.446, C3 1.437
3 C -0.56 2.31 0.47  O2 1.437, C4 1.474, H10 1.107, H11 1.107
4 C -1.78 3.14 0.45  C3 1.474, O5 1.226, O6 1.334
5 O -1.68 4.34 0.18  C4 1.226
6 O -2.94 2.55 0.70  C4 1.334, H12 0.996
7 H 0.95 0.11 0.55  C1 1.103
8 H 0.20 0.18 -1.07  C1 1.103
9 H -0.36 -1.03 0.12  C1 1.103
10 H 0.13 2.63 1.28  C3 1.107
11 H -0.02 2.43 -0.49  C3 1.107
12 H -2.77 1.62 1.00  O6 0.996
13 O -1.64 -4.60 0.14  H14 0.984, H15 0.984
14 H -1.75 -4.79 1.10  O13 0.984
15 H -0.68 -4.72 -0.03  O13 0.984

HOMO = -10.296 eV
energy above the lowest of the compared OMol25 structures with the same formula, charge and spin = 26.3 kcal per mole
SMILES string = COCC(=O)O.O
calculated total energy = -420.04954 hartree

What are the Löwdin partial charges on each atom? They are as follows, in elementary charge units: -0.0728 -0.2168 -0.1211 -0.5117 0.0904 0.1293 0.0904 0.0919 0.0902 0.1509 0.1437 0.1356 -0.0915 0.0469 0.0446